Formula: C56H168O28
Source: the OMol25 dataset
Level of theory: ωB97M-V/def2-TZVPD

Values from the calculation:
LUMO level in hartree: 0.007
Energy above the lowest of the compared OMol25 structures with the same formula, charge and spin in kJ/mol: 0.00
Charge: 0
Calculated total energy in eV: -118120.188

Last column: Mulliken charge in e.
Cartesian coordinates (Å):
C1 -3.91 4.42 -4.27  -1.32
C2 -3.47 4.92 -2.91  1.22
O1 -2.71 6.07 -2.99  -0.64
H1 -4.76 5.00 -4.64  0.44
H2 -4.23 3.38 -4.30  0.08
H3 -3.08 4.51 -4.97  0.35
H4 -2.86 4.19 -2.39  -0.51
H5 -4.35 5.01 -2.27  0.13
H6 -2.59 6.40 -2.10  0.31
C3 1.21 -4.55 0.13  1.84
C4 1.83 -5.78 0.71  -0.54
O2 1.07 -6.95 0.35  -0.65
H7 0.20 -4.42 0.53  -0.69
H8 1.11 -4.69 -0.95  -0.08
H9 1.75 -3.61 0.18  -0.56
H10 1.86 -5.73 1.80  0.10
H11 2.86 -5.95 0.42  0.14
H12 1.06 -7.03 -0.61  0.38
C5 -2.46 -4.61 1.67  -0.19
C6 -2.77 -5.66 0.51  -1.09
O3 -3.73 -5.14 -0.39  -0.61
H13 -1.66 -4.99 2.30  0.33
H14 -3.32 -4.50 2.32  0.57
H15 -2.12 -3.61 1.38  -0.31
H16 -3.05 -6.61 0.96  0.56
H17 -1.89 -5.92 -0.08  0.20
H18 -4.55 -5.40 0.03  0.33
C7 3.29 -2.41 2.17  0.43
C8 4.08 -2.38 3.47  -0.54
O4 5.40 -1.89 3.24  -0.51
H19 3.25 -1.45 1.66  0.08
H20 2.29 -2.74 2.42  -0.10
H21 3.73 -3.10 1.44  0.08
H22 4.06 -3.34 3.98  0.47
H23 3.64 -1.78 4.26  -0.04
H24 5.78 -1.89 4.12  0.26
C9 -3.77 1.05 -1.49  0.40
C10 -3.42 2.23 -0.58  0.30
O5 -3.50 1.78 0.78  0.73
H25 -4.79 0.68 -1.38  0.49
H26 -3.11 0.24 -1.18  -0.83
H27 -3.54 1.25 -2.54  0.15
H28 -4.12 3.03 -0.80  0.14
H29 -2.42 2.61 -0.76  -0.53
H30 -4.35 1.37 0.93  -0.83
C11 4.02 -6.95 -2.19  -0.85
C12 5.02 -5.80 -2.18  -0.09
O6 4.86 -5.06 -1.00  -0.41
H31 3.06 -6.44 -2.16  -0.10
H32 4.13 -7.52 -1.27  0.34
H33 4.05 -7.57 -3.08  0.43
H34 4.70 -5.15 -2.99  0.03
H35 6.02 -6.19 -2.37  0.38
H36 4.28 -4.31 -1.19  -0.12
C13 1.80 0.03 6.05  -0.04
C14 2.63 -0.71 7.11  -0.71
O7 2.12 -2.03 7.20  -0.61
H37 1.99 1.10 6.00  0.32
H38 0.74 -0.12 6.25  0.28
H39 1.95 -0.35 5.04  -0.42
H40 2.45 -0.31 8.10  0.44
H41 3.69 -0.61 6.91  0.20
H42 1.99 -2.42 6.33  0.32
C15 -5.15 -1.40 0.95  0.34
C16 -6.37 -0.62 1.35  -0.22
O8 -6.08 0.78 1.35  -0.50
H43 -5.20 -2.49 0.98  0.70
H44 -4.32 -0.98 1.51  -0.43
H45 -4.87 -1.14 -0.07  -0.70
H46 -6.54 -0.73 2.43  0.13
H47 -7.30 -0.93 0.88  0.35
H48 -6.76 1.27 1.82  0.22
C17 -2.28 -2.57 5.03  -1.32
C18 -1.88 -1.34 4.22  1.13
O9 -0.63 -1.55 3.62  1.04
H49 -3.29 -2.49 5.43  0.26
H50 -1.67 -2.60 5.92  0.30
H51 -2.31 -3.49 4.46  0.06
H52 -1.93 -0.45 4.84  0.12
H53 -2.61 -1.21 3.41  -1.04
H54 -0.69 -1.12 2.76  -0.84
C19 -3.60 2.30 4.21  0.48
C20 -2.90 3.58 4.53  -0.28
O10 -3.83 4.50 5.00  -0.63
H55 -4.22 1.94 5.03  0.20
H56 -2.86 1.55 3.95  -0.51
H57 -4.26 2.44 3.35  -0.20
H58 -2.40 4.07 3.69  0.00
H59 -2.09 3.50 5.26  0.51
H60 -3.34 5.27 5.27  0.34
C21 7.64 -3.16 1.02  -0.96
C22 7.75 -1.64 0.91  -0.38
O11 6.44 -1.12 0.82  0.26
H61 6.93 -3.41 1.80  0.16
H62 8.58 -3.68 1.21  0.42
H63 7.29 -3.52 0.06  0.11
H64 8.29 -1.38 0.00  0.38
H65 8.25 -1.17 1.76  0.29
H66 5.95 -1.29 1.63  -0.15
C23 -6.34 -3.08 -1.70  -0.49
C24 -5.98 -2.51 -3.04  -0.38
O12 -4.97 -1.54 -3.01  -0.11
H67 -6.64 -2.24 -1.07  -0.03
H68 -5.52 -3.59 -1.18  -0.26
H69 -7.21 -3.74 -1.72  0.56
H70 -6.89 -2.13 -3.49  0.37
H71 -5.49 -3.31 -3.61  0.34
H72 -4.24 -1.95 -2.53  0.05
C25 0.28 0.01 -6.54  -0.25
C26 1.03 -1.08 -7.41  -0.67
O13 2.34 -1.35 -6.88  -0.54
H73 0.69 1.02 -6.65  0.23
H74 0.24 -0.28 -5.49  -0.11
H75 -0.74 0.16 -6.92  0.29
H76 1.10 -0.84 -8.47  0.47
H77 0.47 -2.01 -7.40  0.28
H78 2.92 -0.83 -7.44  0.28
C27 4.71 1.31 3.27  0.15
C28 4.50 2.74 3.78  -0.31
O14 4.28 2.68 5.15  -0.57
H79 5.02 1.28 2.23  -0.24
H80 3.77 0.78 3.43  -0.23
H81 5.58 0.83 3.74  0.36
H82 3.71 3.37 3.38  0.11
H83 5.42 3.30 3.62  0.39
H84 3.83 3.49 5.43  0.33
C29 -1.19 -1.82 -2.92  -0.25
C30 -1.58 -2.76 -1.75  0.54
O15 -2.95 -2.98 -1.90  -0.50
H85 -1.72 -0.88 -2.75  -0.84
H86 -1.52 -2.18 -3.89  0.59
H87 -0.13 -1.60 -2.97  0.04
H88 -1.29 -2.45 -0.74  -0.46
H89 -1.19 -3.78 -1.76  0.60
H90 -3.20 -3.77 -1.42  0.15
C31 6.05 1.97 -0.81  -0.56
C32 7.49 1.84 -0.40  0.25
O16 8.48 2.46 -1.24  -0.57
H91 5.77 3.02 -0.78  0.49
H92 5.36 1.35 -0.23  0.07
H93 5.90 1.62 -1.83  -0.02
H94 7.74 0.78 -0.35  -0.31
H95 7.59 2.11 0.66  0.28
H96 9.31 2.24 -0.83  0.34
C33 0.81 -0.43 0.53  -1.82
C34 -0.57 0.28 0.34  1.50
O17 -1.47 0.01 1.39  1.75
H97 0.79 -1.52 0.60  0.01
H98 1.26 -0.11 1.47  0.03
H99 1.50 -0.06 -0.23  0.74
H100 -0.93 0.00 -0.65  -1.30
H101 -0.35 1.34 0.31  0.08
H102 -2.22 0.58 1.22  -0.93
C35 -5.75 -0.85 5.56  -0.88
C36 -6.80 0.15 5.69  -0.28
O18 -7.60 -0.15 6.80  -0.56
H103 -5.19 -0.98 6.50  0.58
H104 -5.06 -0.59 4.76  -0.02
H105 -6.13 -1.86 5.43  0.42
H106 -7.36 0.22 4.75  0.25
H107 -6.28 1.09 5.87  0.23
H108 -7.05 -0.04 7.58  0.34
C37 5.23 -1.75 -2.39  -0.96
C38 3.99 -1.78 -1.52  1.57
O19 3.18 -2.84 -1.91  1.23
H109 6.00 -1.08 -2.00  0.11
H110 4.97 -1.43 -3.40  0.07
H111 5.76 -2.70 -2.43  0.20
H112 3.41 -0.88 -1.71  -0.33
H113 4.19 -1.93 -0.46  -0.75
H114 2.88 -2.84 -2.82  -0.44
C39 0.01 1.87 -3.25  -0.26
C40 0.50 3.10 -2.48  0.12
O20 1.89 3.17 -2.37  -0.33
H115 0.23 1.95 -4.32  0.42
H116 -1.08 1.83 -3.20  0.10
H117 0.39 0.96 -2.80  -0.30
H118 0.18 3.05 -1.44  -0.21
H119 0.01 3.97 -2.93  0.24
H120 2.21 3.15 -3.28  0.06
C41 0.71 2.55 3.54  0.79
C42 0.66 3.64 2.55  0.25
O21 1.22 4.81 3.09  -0.66
H121 1.73 2.24 3.76  -0.92
H122 0.23 1.67 3.12  -0.32
H123 0.22 2.79 4.48  0.31
H124 -0.37 3.84 2.26  -0.37
H125 1.31 3.41 1.71  0.46
H126 1.72 5.23 2.39  0.40
C43 -0.40 5.97 -0.03  -0.65
C44 -1.78 5.71 0.58  0.57
O22 -2.61 6.70 -0.02  -0.62
H127 -0.42 5.68 -1.08  -0.15
H128 0.44 5.38 0.36  0.24
H129 -0.16 7.02 0.11  0.41
H130 -1.81 5.84 1.66  0.35
H131 -2.23 4.75 0.33  -0.34
H132 -3.46 6.76 0.42  0.32
C45 -4.32 0.80 -7.13  -1.40
C46 -4.65 0.42 -5.67  -0.01
O23 -3.45 0.07 -5.05  -0.12
H133 -4.03 -0.11 -7.65  0.31
H134 -3.56 1.59 -7.14  0.27
H135 -5.23 1.18 -7.59  0.42
H136 -5.39 -0.38 -5.58  0.22
H137 -5.17 1.23 -5.17  0.25
H138 -3.65 -0.33 -4.20  0.10
C47 1.63 -5.30 5.27  -2.02
C48 0.86 -4.31 4.48  1.27
O24 1.16 -2.98 4.94  0.39
H139 1.38 -6.31 4.96  0.41
H140 1.54 -5.09 6.33  0.48
H141 2.70 -5.19 5.11  0.36
H142 -0.17 -4.54 4.74  0.13
H143 1.13 -4.50 3.44  -0.56
H144 0.56 -2.36 4.51  0.15
C49 2.07 -4.95 -4.97  -1.30
C50 1.34 -3.72 -4.32  0.24
O25 2.21 -2.59 -4.33  -0.39
H145 3.02 -5.25 -4.53  0.14
H146 2.36 -4.70 -5.99  0.40
H147 1.33 -5.75 -4.93  0.39
H148 0.92 -3.99 -3.35  -0.25
H149 0.40 -3.46 -4.80  0.44
H150 2.34 -2.31 -5.24  0.05
C51 -5.40 4.81 1.50  0.34
C52 -6.07 6.12 1.19  -0.71
O26 -5.07 7.09 1.11  -0.53
H151 -4.69 4.60 0.70  -0.49
H152 -6.14 4.02 1.42  0.17
H153 -4.93 4.81 2.49  0.12
H154 -6.83 6.37 1.91  0.43
H155 -6.61 6.05 0.24  0.30
H156 -5.43 7.96 1.30  0.27
C53 2.38 7.96 -1.97  -1.49
C54 2.24 6.59 -2.53  0.26
O27 2.75 5.67 -1.58  -0.51
H157 1.80 8.71 -2.50  0.38
H158 3.40 8.31 -2.15  0.38
H159 2.09 8.06 -0.92  0.30
H160 2.85 6.53 -3.44  0.32
H161 1.21 6.40 -2.82  0.07
H162 2.45 4.79 -1.80  0.40
C55 3.90 1.25 -4.42  -0.28
C56 3.58 2.23 -5.55  -0.51
O28 2.78 3.27 -5.02  -0.54
H163 4.41 1.81 -3.64  0.05
H164 4.55 0.44 -4.74  0.48
H165 2.98 0.83 -4.00  -0.10
H166 3.02 1.80 -6.38  0.27
H167 4.52 2.66 -5.89  0.37
H168 2.46 3.80 -5.75  0.26

=====

Formula: C4H5NO2
Source: the OMol25 dataset
Level of theory: ωB97M-V/def2-TZVPD

Values from the calculation:
LUMO level in hartree: -0.004
Energy above the lowest of the compared OMol25 structures with the same formula, charge and spin in kJ/mol: 156.39
Charge: 0
Calculated total energy in eV: -9812.694

Last column: Mulliken charge in e.
Cartesian coordinates (Å):
C1 1.24 0.54 -0.73  -1.22
C2 0.24 -0.47 -0.22  0.75
C3 0.19 -0.65 1.29  -0.10
O1 -0.59 -1.38 1.84  -0.42
C4 -2.14 0.98 0.68  0.19
O2 -3.23 0.65 0.62  -0.18
N1 -0.59 -1.14 -0.90  -0.57
H1 2.26 0.17 -0.62  0.30
H2 1.08 0.78 -1.79  0.39
H3 1.16 1.47 -0.15  0.30
H4 0.90 -0.03 1.88  0.32
H5 -0.51 -0.92 -1.89  0.25

=====

Formula: C52H56F2N3O8P2
Source: the OMol25 dataset
Level of theory: ωB97M-V/def2-TZVPD

Values from the calculation:
LUMO level in hartree: -0.121
Energy above the lowest of the compared OMol25 structures with the same formula, charge and spin in kJ/mol: 47.50
Charge: +1
Calculated total energy in eV: -99692.185

Last column: Mulliken charge in e.
Cartesian coordinates (Å):
C1 1.18 -1.07 0.37  -1.28
N1 0.61 0.22 0.84  -0.03
C2 -0.85 0.27 0.84  -0.16
C3 -1.51 1.54 0.27  0.62
C4 -1.31 1.94 -1.22  2.43
C5 0.09 1.71 -1.83  -1.38
C6 0.32 0.35 -2.50  -0.46
C7 1.78 0.03 -2.74  -0.98
F1 1.99 -0.15 -4.11  -0.40
C8 -2.36 1.21 -2.09  -1.19
C9 -3.79 1.71 -2.02  -0.83
O1 -4.13 2.63 -2.70  -0.58
C10 -4.80 1.04 -1.16  0.42
C11 -4.98 -0.35 -1.27  -0.13
C12 -5.98 -0.97 -0.52  -0.83
C13 -6.79 -0.21 0.32  -0.57
C14 -6.60 1.17 0.42  -0.75
C15 -5.61 1.81 -0.32  -0.41
C16 -1.63 3.42 -1.19  0.04
P1 -1.75 4.56 -2.64  0.18
C17 -0.13 5.44 -2.51  -1.28
C18 -1.54 3.61 -4.18  -1.22
N2 -1.82 3.82 0.01  1.39
C19 -2.24 5.22 0.29  -1.97
N3 -3.66 5.38 0.01  0.08
C20 -4.02 6.64 -0.64  -1.03
C21 -1.57 2.82 1.13  -0.49
C22 -2.81 2.90 2.04  -0.34
C23 -3.10 1.67 2.88  -0.68
F2 -3.81 0.72 2.16  -0.06
C24 -0.33 3.47 1.83  -1.13
P2 0.74 2.66 3.06  0.97
O2 1.06 3.63 4.10  -0.80
O3 -0.01 1.39 3.67  -0.43
O4 2.07 2.15 2.34  -0.55
H1 1.46 -1.70 1.22  0.45
H2 2.10 -0.88 -0.17  0.24
H3 0.47 -1.65 -0.21  0.44
H4 0.88 0.23 1.81  0.50
H5 -1.20 0.20 1.86  -0.95
H6 -1.32 -0.57 0.33  0.82
H7 -2.55 1.22 0.26  -1.20
H8 0.86 1.86 -1.09  0.53
H9 0.25 2.46 -2.59  0.60
H10 -0.15 -0.43 -1.91  0.48
H11 -0.16 0.31 -3.47  0.55
H12 2.04 -0.91 -2.28  0.33
H13 2.46 0.80 -2.39  0.41
H14 -2.36 0.16 -1.79  0.72
H15 -2.09 1.23 -3.14  0.66
H16 -4.35 -0.91 -1.94  0.54
H17 -6.12 -2.03 -0.63  0.51
H18 -7.57 -0.70 0.88  0.43
H19 -7.25 1.72 1.08  0.45
H20 -5.49 2.88 -0.26  0.57
H21 -0.23 6.32 -1.88  0.32
H22 0.21 5.70 -3.50  0.56
H23 0.62 4.79 -2.06  0.31
H24 -1.54 4.37 -4.95  0.55
H25 -0.60 3.08 -4.27  0.33
H26 -2.37 2.95 -4.38  0.34
H27 -2.06 5.42 1.34  0.67
H28 -1.63 5.92 -0.26  0.26
H29 -4.15 5.31 0.89  0.32
H30 -3.48 6.75 -1.57  0.33
H31 -5.07 6.59 -0.89  0.34
H32 -3.90 7.51 0.00  0.36
H33 -2.69 3.70 2.76  0.47
H34 -3.69 3.12 1.45  0.32
H35 -3.71 1.96 3.73  0.44
H36 -2.21 1.19 3.28  -0.05
H37 0.33 3.88 1.07  0.90
H38 -0.69 4.32 2.39  0.31
H39 0.35 1.27 4.57  0.37
H40 2.13 2.50 1.45  0.36
C25 -2.04 -9.75 2.41  -0.50
C26 -0.78 -9.51 2.97  -0.49
C27 -0.39 -8.22 3.27  -0.55
C28 -1.24 -7.16 3.01  0.16
C29 -2.49 -7.39 2.43  0.09
C30 -2.89 -8.69 2.15  -0.50
C31 -3.41 -6.27 2.11  0.61
O5 -4.50 -6.46 1.61  -0.65
C32 -2.95 -4.88 2.39  0.36
C33 -3.76 -3.81 2.05  -1.09
C34 -3.36 -2.51 2.32  -0.24
C35 -2.13 -2.28 2.95  0.08
C36 -1.31 -3.35 3.29  -1.05
C37 -1.71 -4.65 3.00  0.14
C38 -0.80 -5.78 3.35  0.60
O6 0.26 -5.57 3.89  -0.66
H41 -2.35 -10.76 2.19  0.40
H42 -0.11 -10.34 3.16  0.41
H43 0.59 -8.03 3.70  0.47
H44 -3.86 -8.87 1.71  0.48
H45 -4.71 -3.99 1.57  0.53
H46 -3.99 -1.68 2.05  0.55
H47 -1.82 -1.27 3.17  0.23
H48 -0.36 -3.18 3.77  0.53
C39 8.67 -2.07 1.56  -0.51
C40 9.86 -1.49 1.11  -0.48
C41 9.89 -0.84 -0.11  -0.58
C42 8.75 -0.78 -0.89  0.21
C43 7.56 -1.38 -0.45  0.17
C44 7.53 -2.02 0.79  -0.53
C45 6.33 -1.36 -1.29  0.52
O7 5.30 -1.86 -0.90  -0.70
C46 6.41 -0.69 -2.62  0.19
C47 5.29 -0.71 -3.44  -0.61
C48 5.32 -0.09 -4.67  -0.55
C49 6.48 0.56 -5.09  -0.48
C50 7.60 0.58 -4.28  -0.64
C51 7.57 -0.06 -3.05  0.39
C52 8.80 -0.06 -2.19  0.54
O8 9.81 0.51 -2.56  -0.65
H49 8.65 -2.57 2.52  0.41
H50 10.75 -1.55 1.72  0.41
H51 10.80 -0.38 -0.46  0.48
H52 6.61 -2.47 1.13  0.49
H53 4.40 -1.22 -3.11  0.55
H54 4.45 -0.11 -5.31  0.47
H55 6.51 1.06 -6.06  0.40
H56 8.51 1.08 -4.60  0.49